Entry 1:
Here is 11 unconnected molecules or ions with the total composition C62H157N11O20 in a non-equilibrium geometry from the Open Molecules 2025 dataset. Energies are from ωB97M-V with the def2-TZVPD basis set.

Last column: Mulliken charge in e.
Cartesian coordinates (Å):
C1 -5.833 -2.744 -0.840  -0.51
O1 -5.843 -1.888 0.277  -0.45
C2 -5.734 -2.554 1.520  -0.33
C3 -5.884 -1.512 2.599  0.13
C4 -4.797 -0.453 2.605  -1.53
N1 -5.919 -2.148 3.922  0.16
H1 -5.573 -2.148 -1.716  0.09
H2 -6.831 -3.168 -1.026  0.33
H3 -5.123 -3.580 -0.759  0.18
H4 -6.589 -3.242 1.624  0.83
H5 -4.766 -3.065 1.637  -0.24
H6 -6.837 -0.978 2.448  0.45
H7 -4.676 -0.058 1.596  0.51
H8 -3.852 -0.922 2.896  0.02
H9 -5.078 0.362 3.269  0.48
H10 -6.088 -1.429 4.622  0.37
H11 -6.757 -2.739 3.989  -0.28
C5 -2.892 0.640 -3.438  -0.10
O2 -3.662 0.811 -4.598  -0.47
C6 -4.122 -0.382 -5.180  -0.72
C7 -3.100 -1.051 -6.077  1.29
C8 -2.608 -0.009 -7.104  -1.50
N2 -3.740 -2.228 -6.743  -0.79
H12 -3.519 0.311 -2.605  0.47
H13 -2.365 1.565 -3.203  0.05
H14 -2.075 -0.074 -3.620  -0.16
H15 -4.545 -1.081 -4.442  0.14
H16 -4.975 -0.035 -5.778  0.44
H17 -2.252 -1.381 -5.467  -0.34
H18 -3.424 0.335 -7.741  0.45
H19 -1.765 -0.365 -7.693  0.33
H20 -2.258 0.835 -6.499  0.31
H21 -4.460 -1.842 -7.357  0.32
H22 -3.080 -2.641 -7.397  0.30
C9 3.625 3.156 2.642  -0.95
O3 3.569 2.475 1.426  0.30
C10 2.443 1.567 1.439  -0.85
C11 2.124 1.167 0.018  0.70
N3 1.131 0.124 0.043  0.62
C12 0.657 -0.208 -1.315  0.53
C13 -0.529 -1.120 -1.327  0.46
O4 -1.580 -0.569 -0.508  1.13
C14 -2.655 -1.468 -0.409  0.88
H23 2.744 3.762 2.884  0.24
H24 4.482 3.835 2.702  0.18
H25 3.810 2.492 3.505  0.39
H26 1.551 2.079 1.825  0.09
H27 2.684 0.736 2.114  0.20
H28 3.015 0.739 -0.451  -0.52
H29 1.853 2.092 -0.518  -0.05
H30 0.310 0.436 0.565  -0.27
H31 1.517 -0.595 -1.866  -0.20
H32 0.338 0.768 -1.732  -0.35
H33 -0.286 -2.126 -0.954  -0.93
H34 -0.976 -1.292 -2.316  -0.48
H35 -3.352 -1.031 0.302  -0.86
H36 -2.418 -2.465 0.005  -0.26
H37 -3.141 -1.672 -1.372  -0.13
C15 3.609 -1.047 -11.826  -0.76
O5 4.156 -1.204 -10.536  -0.32
C16 4.908 -0.096 -10.116  -0.49
C17 5.692 -0.487 -8.890  -0.88
N4 4.903 -0.439 -7.681  -0.06
C18 5.723 -0.757 -6.495  -1.45
C19 4.820 -0.835 -5.308  0.75
O6 4.001 -1.998 -5.403  -0.49
C20 3.060 -2.050 -4.386  -0.34
H38 3.003 -0.131 -11.871  0.30
H39 3.074 -1.952 -12.079  0.25
H40 4.422 -0.883 -12.556  0.31
H41 4.261 0.769 -9.917  0.25
H42 5.620 0.141 -10.923  0.49
H43 6.571 0.165 -8.875  0.48
H44 6.102 -1.490 -9.110  0.32
H45 4.157 -1.131 -7.725  0.18
H46 6.296 0.168 -6.393  0.46
H47 6.334 -1.663 -6.563  0.42
H48 4.170 0.042 -5.226  -0.41
H49 5.433 -0.940 -4.399  0.13
H50 2.440 -1.142 -4.342  0.10
H51 3.567 -2.106 -3.409  0.14
H52 2.428 -2.919 -4.538  0.41
C21 -3.393 -5.897 1.110  -0.58
O7 -4.156 -5.705 2.279  0.02
C22 -4.604 -6.936 2.794  -0.80
C23 -5.314 -6.698 4.113  -0.23
N5 -6.442 -5.786 3.951  -0.35
C24 -7.093 -5.582 5.215  -0.11
C25 -8.461 -5.050 5.049  -1.08
O8 -8.379 -3.766 4.499  -0.37
C26 -9.631 -3.192 4.183  -0.96
H53 -2.431 -6.400 1.283  0.44
H54 -3.207 -4.937 0.632  -0.35
H55 -3.943 -6.556 0.419  0.46
H56 -3.789 -7.649 2.977  0.41
H57 -5.362 -7.375 2.124  0.34
H58 -4.605 -6.264 4.844  -0.15
H59 -5.678 -7.639 4.527  0.58
H60 -6.063 -4.890 3.646  0.17
H61 -6.538 -4.997 5.973  -0.02
H62 -7.170 -6.537 5.752  0.61
H63 -8.937 -4.947 6.035  0.40
H64 -9.055 -5.705 4.406  0.39
H65 -10.240 -3.051 5.089  0.30
H66 -10.202 -3.794 3.464  0.34
H67 -9.445 -2.208 3.754  0.29
C27 -1.081 8.067 8.955  -0.73
O9 -0.305 8.246 7.781  -0.30
C28 0.895 8.937 8.046  -0.54
C29 1.661 9.140 6.755  -0.60
N6 2.091 7.860 6.203  -0.26
C30 2.718 8.012 4.896  -0.67
C31 3.409 6.730 4.483  -0.36
O10 4.093 6.882 3.256  -0.24
C32 5.508 7.054 3.356  -0.32
H68 -1.860 7.363 8.655  0.24
H69 -1.559 9.004 9.242  0.28
H70 -0.502 7.591 9.748  0.31
H71 1.567 8.345 8.683  0.33
H72 0.727 9.944 8.455  0.36
H73 2.454 9.859 6.967  0.36
H74 1.007 9.578 5.978  0.35
H75 1.328 7.199 6.215  0.25
H76 3.413 8.852 4.945  0.32
H77 1.995 8.269 4.099  0.28
H78 2.656 5.956 4.311  0.16
H79 4.138 6.411 5.237  0.39
H80 5.885 6.143 3.830  0.36
H81 5.740 7.979 3.881  0.31
H82 5.867 7.072 2.332  -0.25
C33 3.022 -2.244 2.402  -0.13
O11 3.563 -3.356 1.752  -0.48
C34 2.947 -3.624 0.543  -0.62
C35 1.495 -4.043 0.698  0.54
N7 0.960 -4.575 -0.547  -0.38
C36 -0.361 -5.201 -0.286  0.31
C37 -1.054 -5.449 -1.596  -1.05
O12 -1.344 -4.194 -2.168  0.18
C38 -2.099 -4.285 -3.353  -0.73
H83 2.060 -2.472 2.876  0.18
H84 2.810 -1.430 1.691  -0.22
H85 3.745 -1.879 3.127  0.40
H86 3.506 -4.381 -0.004  0.43
H87 2.951 -2.717 -0.087  -0.04
H88 0.910 -3.169 1.031  -0.49
H89 1.443 -4.820 1.468  0.52
H90 0.699 -3.828 -1.192  0.16
H91 -0.984 -4.523 0.319  -0.44
H92 -0.194 -6.158 0.216  0.70
H93 -2.012 -5.986 -1.488  0.38
H94 -0.465 -6.094 -2.262  0.42
H95 -2.222 -3.238 -3.651  -0.02
H96 -3.117 -4.642 -3.161  0.33
H97 -1.588 -4.819 -4.154  0.30
C39 6.531 6.356 -0.182  -0.74
O13 6.971 5.067 0.171  -0.41
C40 6.212 4.052 -0.469  -0.13
C41 6.728 2.681 -0.033  -0.64
N8 5.811 1.636 -0.487  0.25
C42 6.251 0.339 0.075  -1.06
C43 5.728 -0.853 -0.665  0.33
O14 6.513 -1.146 -1.794  -0.47
C44 6.478 -2.482 -2.216  -0.51
H98 5.435 6.491 -0.105  0.20
H99 6.837 6.643 -1.198  0.32
H100 6.898 7.082 0.550  0.32
H101 6.343 4.238 -1.542  0.20
H102 5.145 4.149 -0.209  0.21
H103 6.817 2.748 1.069  0.33
H104 7.736 2.624 -0.455  0.39
H105 4.932 1.891 -0.027  -0.40
H106 6.055 0.272 1.159  0.44
H107 7.343 0.257 0.025  0.45
H108 4.659 -0.868 -0.929  -0.16
H109 5.809 -1.729 0.008  0.43
H110 7.318 -3.063 -1.820  0.33
H111 6.501 -2.526 -3.306  0.16
H112 5.540 -2.946 -1.892  0.17
C45 0.959 5.759 0.108  0.09
O15 0.623 6.112 -1.217  -0.42
C46 -0.703 5.820 -1.577  -1.02
C47 -1.081 4.352 -1.563  -0.10
N9 -1.604 3.926 -0.278  -0.31
C48 -2.286 2.624 -0.255  0.22
C49 -2.550 2.150 1.143  -0.11
O16 -1.280 1.920 1.765  -0.22
C50 -1.397 1.099 2.898  -0.92
H113 1.971 6.133 0.269  0.15
H114 0.970 4.674 0.271  -0.43
H115 0.313 6.236 0.858  0.38
H116 -0.816 6.213 -2.586  0.37
H117 -1.360 6.391 -0.907  0.40
H118 -0.197 3.742 -1.828  0.17
H119 -1.840 4.153 -2.324  0.42
H120 -0.907 3.861 0.455  0.28
H121 -1.661 1.921 -0.830  -0.61
H122 -3.219 2.676 -0.834  0.48
H123 -3.101 1.220 0.989  -0.41
H124 -3.035 2.933 1.728  0.59
H125 -1.456 0.040 2.604  0.17
H126 -2.255 1.341 3.530  0.42
H127 -0.478 1.183 3.481  0.30
C51 -1.261 -3.257 3.070  -0.36
O17 -1.791 -2.782 4.275  -0.46
C52 -2.850 -3.610 4.753  0.77
C53 -3.537 -2.838 5.868  -0.99
N10 -2.748 -2.611 7.055  -0.26
C54 -2.297 -3.852 7.702  -0.54
C55 -3.453 -4.758 8.119  -0.30
O18 -3.443 -5.081 9.479  -0.49
C56 -3.605 -3.974 10.335  -0.71
H128 -0.767 -4.234 3.172  0.44
H129 -0.539 -2.522 2.710  0.09
H130 -2.033 -3.372 2.292  -0.03
H131 -2.453 -4.554 5.156  0.39
H132 -3.545 -3.789 3.931  -0.35
H133 -4.485 -3.351 6.040  -0.10
H134 -3.772 -1.875 5.421  0.19
H135 -1.893 -2.178 6.704  0.37
H136 -1.726 -3.630 8.604  0.58
H137 -1.575 -4.369 7.050  0.30
H138 -3.428 -5.674 7.525  0.17
H139 -4.439 -4.313 7.920  0.36
H140 -2.689 -3.373 10.374  0.27
H141 -3.828 -4.360 11.324  0.27
H142 -4.421 -3.322 9.991  0.29
C57 4.194 4.835 -4.371  -0.73
O19 3.745 3.543 -4.627  -0.35
C58 3.302 2.829 -3.463  -0.75
C59 2.684 1.555 -3.975  0.39
N11 1.310 1.863 -4.411  0.00
C60 0.589 0.714 -4.959  0.58
C61 1.016 0.295 -6.328  -0.46
O20 0.648 1.243 -7.269  -0.40
C62 0.913 0.864 -8.594  -0.56
H143 3.504 5.459 -3.801  0.27
H144 4.453 5.239 -5.350  0.28
H145 5.142 4.842 -3.806  0.24
H146 2.615 3.458 -2.891  0.19
H147 4.177 2.613 -2.829  0.36
H148 2.718 0.772 -3.219  0.09
H149 3.247 1.267 -4.872  0.17
H150 1.428 2.569 -5.137  0.52
H151 -0.474 0.987 -4.962  -0.01
H152 0.653 -0.107 -4.239  -0.88
H153 0.594 -0.659 -6.716  0.64
H154 2.071 -0.037 -6.290  -0.01
H155 0.205 0.079 -8.912  0.23
H156 1.922 0.472 -8.744  0.08
H157 0.697 1.749 -9.188  0.38

Calculated values
spin multiplicity = 1
net charge = 0
frontier orbital gap = 0.32890 Ha
SMILES string = COC[C@H](C)N.COC[C@H](C)N.COCCNCCOC.COCCNCCOC.COCCNCCOC.COCCNCCOC.COCCNCCOC.COCCNCCOC.COCCNCCOC.COCCNCCOC.COCCNCCOC

Entry 2:
Here is 9 unconnected molecules or ions with the total composition C58H132N8O9 in a non-equilibrium geometry from the Open Molecules 2025 dataset. Energies are from ωB97M-V with the def2-TZVPD basis set.

Last column: Mulliken charge in e.
Cartesian coordinates (Å):
C1 -8.780 0.704 -3.600  -1.88
C2 -7.207 0.815 -3.783  1.44
C3 -6.740 0.344 -5.169  -1.69
C4 -6.964 2.312 -3.673  -1.93
C5 -5.460 2.767 -3.555  0.91
C6 -4.959 2.116 -2.226  -0.90
C7 -5.165 0.503 -2.207  1.99
C8 -3.981 -0.082 -3.004  -0.25
C9 -5.112 0.122 -0.721  -2.25
N1 -6.521 0.129 -2.670  0.40
O1 -6.698 -1.268 -2.654  -0.48
H1 -9.169 1.135 -2.677  0.36
H2 -9.211 1.164 -4.489  0.39
H3 -9.042 -0.353 -3.642  0.48
H4 -7.229 1.026 -5.865  0.45
H5 -5.705 0.552 -5.440  0.45
H6 -6.933 -0.697 -5.426  0.31
H7 -7.379 2.693 -4.606  0.61
H8 -7.479 2.583 -2.751  0.39
H9 -4.914 2.410 -4.428  -1.10
H10 -5.385 3.854 -3.553  0.86
H11 -5.287 2.688 -1.358  0.58
H12 -3.884 2.288 -2.264  -0.37
H13 -3.004 0.097 -2.555  -0.20
H14 -3.931 0.286 -4.029  -0.06
H15 -3.976 -1.172 -3.028  0.25
H16 -6.012 0.367 -0.157  0.44
H17 -4.271 0.631 -0.252  0.28
H18 -4.881 -0.931 -0.558  0.39
H19 -7.463 -1.355 -2.081  0.36
C10 3.124 -0.024 3.851  -0.23
C11 3.293 0.468 5.300  2.37
C12 4.686 0.239 5.778  -1.94
C13 2.970 2.031 5.263  -1.40
C14 1.465 2.316 5.114  0.36
C15 0.747 1.643 6.311  -1.77
C16 0.949 0.100 6.406  1.77
C17 0.409 -0.349 7.755  -2.16
C18 0.180 -0.634 5.217  -1.14
N2 2.434 -0.112 6.369  0.04
O2 2.704 -1.483 6.501  -0.44
H20 3.034 -1.110 3.888  -0.95
H21 2.205 0.356 3.405  -0.70
H22 3.937 0.183 3.156  0.80
H23 5.184 -0.719 5.629  0.16
H24 5.322 1.038 5.396  0.43
H25 4.795 0.370 6.855  0.53
H26 3.359 2.443 6.194  0.50
H27 3.500 2.528 4.451  0.10
H28 1.301 3.388 5.221  0.51
H29 1.098 2.050 4.122  -0.30
H30 -0.330 1.753 6.189  0.54
H31 0.845 2.215 7.234  0.35
H32 -0.653 -0.164 7.919  0.37
H33 0.879 0.150 8.602  0.48
H34 0.619 -1.410 7.888  0.40
H35 0.220 -1.723 5.250  0.38
H36 0.457 -0.229 4.244  -0.20
H37 -0.906 -0.555 5.270  0.63
H38 3.297 -1.482 7.256  0.37
C19 -3.422 3.936 -6.800  -1.64
C20 -2.331 2.814 -6.817  1.33
C21 -3.032 1.385 -7.060  -1.48
C22 -1.365 3.079 -8.039  -1.05
C23 -0.356 4.237 -7.795  -1.05
C24 0.484 4.055 -6.538  -1.17
C25 -0.418 3.794 -5.316  1.57
C26 0.621 3.214 -4.329  -1.93
C27 -0.934 5.099 -4.614  -1.52
N3 -1.421 2.746 -5.619  -0.08
O3 -2.107 2.382 -4.453  0.71
H39 -4.172 3.885 -7.589  0.42
H40 -3.970 3.945 -5.859  0.18
H41 -3.020 4.926 -7.019  0.42
H42 -3.405 1.492 -8.079  0.55
H43 -2.421 0.483 -7.023  0.24
H44 -3.757 1.304 -6.250  -0.07
H45 -0.823 2.196 -8.378  0.42
H46 -1.901 3.415 -8.926  0.45
H47 0.267 4.380 -8.678  0.46
H48 -0.747 5.242 -7.638  0.33
H49 1.117 4.907 -6.291  0.52
H50 1.156 3.214 -6.714  0.48
H51 0.214 2.963 -3.350  -0.44
H52 1.442 3.919 -4.196  0.67
H53 1.076 2.245 -4.533  0.57
H54 -0.124 5.826 -4.553  0.44
H55 -1.268 4.892 -3.597  0.10
H56 -1.672 5.637 -5.208  0.34
H57 -1.913 1.448 -4.343  0.02
C28 4.956 -4.467 5.567  -1.59
C29 5.586 -4.948 4.232  1.76
C30 7.036 -4.659 4.202  -2.02
C31 5.577 -6.467 4.215  -1.08
C32 4.197 -7.018 3.821  -0.85
C33 3.593 -6.325 2.581  -1.32
C34 3.619 -4.762 2.646  2.24
C35 3.381 -4.256 1.187  -2.32
C36 2.443 -4.269 3.497  -0.79
N4 4.956 -4.322 3.092  0.20
O4 5.061 -2.926 3.083  -0.39
H58 4.099 -5.047 5.908  0.33
H59 5.646 -4.665 6.388  0.61
H60 4.716 -3.406 5.645  0.07
H61 7.506 -4.696 5.184  0.41
H62 7.596 -5.077 3.365  0.41
H63 7.263 -3.614 3.991  0.42
H64 6.269 -6.938 3.516  0.37
H65 5.703 -6.814 5.241  0.40
H66 4.140 -8.107 3.797  0.43
H67 3.543 -6.731 4.644  0.27
H68 2.538 -6.570 2.463  0.52
H69 4.122 -6.717 1.712  0.38
H70 4.269 -4.555 0.631  0.58
H71 3.347 -3.169 1.116  0.32
H72 2.550 -4.748 0.680  0.40
H73 1.453 -4.362 3.052  0.51
H74 2.521 -3.223 3.794  -0.52
H75 2.309 -4.770 4.456  0.33
H76 4.618 -2.809 3.927  0.05
C37 0.847 6.214 -0.538  -1.99
C38 1.845 5.163 0.118  2.30
C39 1.057 4.223 1.031  -1.36
C40 2.445 4.391 -1.061  -0.46
C41 3.633 3.570 -0.707  -0.31
C42 4.653 4.468 -0.027  -1.87
C43 4.182 5.269 1.196  2.13
C44 3.998 4.328 2.396  -1.67
C45 5.198 6.305 1.530  -2.14
N5 2.924 5.947 0.790  0.13
O5 2.408 6.753 1.788  -0.47
H77 0.025 5.885 -1.174  0.15
H78 0.325 6.899 0.129  0.48
H79 1.349 6.923 -1.197  0.52
H80 0.586 4.604 1.938  0.34
H81 0.251 3.732 0.487  0.39
H82 1.751 3.466 1.397  -0.01
H83 1.744 3.777 -1.626  -0.61
H84 2.832 5.086 -1.806  0.61
H85 3.342 2.705 -0.110  -0.06
H86 4.026 3.163 -1.638  0.54
H87 5.035 5.094 -0.833  0.49
H88 5.502 3.875 0.314  0.44
H89 3.803 3.295 2.110  -0.02
H90 3.195 4.807 2.957  0.51
H91 4.834 4.380 3.094  0.50
H92 6.135 5.772 1.691  0.42
H93 4.989 6.811 2.473  0.40
H94 5.380 7.011 0.720  0.47
H95 2.169 7.525 1.270  0.40
C46 3.417 -0.591 -1.484  -0.82
O6 2.082 -1.008 -1.784  0.10
C47 1.760 -0.860 -3.183  -1.13
C48 0.281 -1.459 -3.351  2.85
C49 0.111 -2.893 -2.889  -1.51
N6 -0.197 -1.291 -4.704  -0.64
H96 3.566 -0.389 -0.423  0.13
H97 3.649 0.356 -1.972  0.32
H98 4.160 -1.328 -1.788  0.32
H99 1.883 0.154 -3.563  0.20
H100 2.505 -1.508 -3.646  0.51
H101 -0.402 -0.823 -2.788  -1.65
H102 0.419 -2.901 -1.843  0.01
H103 0.692 -3.574 -3.511  0.52
H104 -0.944 -3.165 -2.932  0.43
H105 0.314 -1.991 -5.222  0.31
H106 -1.167 -1.561 -4.779  0.30
C50 -0.804 1.978 -1.160  -1.74
O7 -1.133 1.311 0.068  -0.58
C51 -0.125 0.368 0.406  -0.26
C52 -0.778 -0.828 1.155  0.60
C53 0.307 -1.927 1.485  -0.94
N7 -1.789 -1.339 0.247  0.95
H107 0.221 2.340 -1.237  0.99
H108 -1.519 2.759 -1.419  0.54
H109 -0.865 1.191 -1.911  0.20
H110 0.476 -0.014 -0.419  0.04
H111 0.590 0.868 1.058  0.32
H112 -1.249 -0.416 2.047  0.40
H113 0.633 -2.509 0.623  0.01
H114 -0.202 -2.553 2.218  0.43
H115 1.153 -1.494 2.019  -0.25
H116 -1.370 -1.402 -0.670  -0.87
H117 -2.385 -0.529 0.158  -0.23
C54 -3.594 -4.514 -1.682  -0.35
O8 -4.025 -5.388 -0.587  -0.34
C55 -3.044 -5.627 0.406  -0.15
C56 -3.708 -6.477 1.528  0.39
C57 -2.826 -7.162 2.592  -1.33
N8 -4.506 -7.470 0.919  -0.81
H118 -4.377 -4.229 -2.386  0.34
H119 -2.807 -4.987 -2.268  0.37
H120 -3.140 -3.627 -1.240  -0.20
H121 -2.306 -6.271 -0.072  0.31
H122 -2.598 -4.684 0.723  -0.03
H123 -4.457 -5.927 2.098  0.17
H124 -2.126 -7.927 2.256  0.33
H125 -3.513 -7.538 3.351  0.35
H126 -2.207 -6.414 3.086  0.31
H127 -5.245 -7.047 0.377  0.33
H128 -3.921 -7.849 0.188  0.31
C58 -3.353 -2.142 3.308  -0.50
O9 -3.920 -2.147 1.971  -0.58
H129 -2.746 -1.240 3.388  0.12
H130 -4.095 -2.116 4.105  0.43
H131 -2.802 -3.067 3.477  0.17
H132 -3.235 -2.201 1.301  0.26

Calculated values
spin multiplicity = 1
net charge = 0
frontier orbital gap = 0.31672 Ha
SMILES string = CC1(C)CCCC(C)(C)N1O.CC1(C)CCCC(C)(C)N1O.CC1(C)CCCC(C)(C)N1O.CC1(C)CCCC(C)(C)N1O.CC1(C)CCCC(C)(C)N1O.COC[C@H](C)N.COC[C@H](C)N.COC[C@H](C)N.CO